Version i
This record from the Open Molecules 2025 dataset describes a structure of composition C4H2O2Rb. The level of theory is the ωB97M-V functional and the def2-TZVPD basis.

Atoms and positions in Å:
H: 1.278 -2.051 0.786
O: -0.782 -3.841 -0.933
C: -0.235 -2.999 -0.386
C: 0.348 -1.928 0.226
C: -0.288 -0.726 -0.091
H: -1.127 -0.855 -0.798
C: 0.091 2.230 0.143
O: 0.189 3.357 0.300
Rb: 0.525 6.814 0.754

For the HOMO energy, the calculation gives -10.18 eV. Its total charge is +1.

Version ii
This record from the Open Molecules 2025 dataset describes a structure of composition C4H2O2Rb. The level of theory is the ωB97M-V functional and the def2-TZVPD basis.

Atoms and positions in Å:
H: -0.763 2.656 -0.316
O: 0.524 2.774 -2.216
C: -0.129 2.224 -1.404
C: 0.189 1.432 -0.257
C: 0.329 0.197 -0.038
C: 0.345 -0.988 0.737
O: -0.479 -1.894 0.643
Rb: -1.263 -5.312 1.477
H: 1.247 -1.090 1.374

For the HOMO energy (alpha / beta), the calculation gives -11.69 / -11.70 eV. Its total charge is +1.

The winner here is version i, beating the second structure by 219.3 kJ/mol.

Version i
This record from the Open Molecules 2025 dataset describes a structure of composition C3H5NOS2. The level of theory is the ωB97M-V functional and the def2-TZVPD basis.

Atoms and positions in Å:
C: -0.282 -0.819 -0.215
C: -0.476 0.638 -0.588
C: -1.479 1.426 0.021
H: 3.286 -0.546 1.388
H: 0.758 -2.541 0.255
H: 0.073 0.924 -1.569
H: -1.916 2.315 -0.375
H: -1.889 0.653 0.827
N: 0.963 -1.318 0.203
O: -0.067 1.724 0.326
S: 2.467 -0.446 -0.220
S: -1.437 -2.011 -0.053

For the HOMO energy, the calculation gives -8.90 eV. Its total charge is 0.

Version ii
This record from the Open Molecules 2025 dataset describes the molecule C3H5NOS2. The level of theory is the ωB97M-V functional and the def2-TZVPD basis.

Atoms and positions in Å:
C: 0.869 -0.320 1.802
S: 1.320 -0.640 0.104
N: -0.046 0.056 -0.716
C: -1.222 -0.740 -0.688
O: -1.418 -1.647 0.093
C: 0.123 1.109 -1.561
S: -1.108 1.856 -2.403
H: -0.103 -0.790 1.984
H: 0.750 0.757 1.914
H: 1.616 -0.694 2.513
H: -1.945 -0.380 -1.428
H: 1.164 1.431 -1.614

For the HOMO energy, the calculation gives -9.07 eV. Its SMILES is CSN(C=O)C=S. Its total charge is 0.

The winner here is version ii, beating the second structure by 436.0 kJ/mol.

Version i
This record from the Open Molecules 2025 dataset describes the molecule C3H5NOS2. The level of theory is the ωB97M-V functional and the def2-TZVPD basis.

Atoms and positions in Å:
O: -1.843 -1.085 -0.294
N: -0.889 -0.041 -0.172
C: -0.070 -0.149 0.976
C: 1.051 0.816 0.854
S: 1.610 0.558 -0.932
C: 0.137 -0.092 -1.470
S: -0.407 -0.499 -2.946
H: -1.666 -1.161 -1.238
H: 0.444 -1.131 1.108
H: -0.748 0.250 1.721
H: 0.618 1.719 0.761
H: 1.762 0.815 1.633

For the HOMO energy, the calculation gives -9.04 eV. Its SMILES is ON1CCSC1=S. Its total charge is 0.

Version ii
This record from the Open Molecules 2025 dataset describes the molecule C3H5NOS2. The level of theory is the ωB97M-V functional and the def2-TZVPD basis.

Atoms and positions in Å:
O: 0.842 -1.274 0.836
N: 1.795 -0.146 0.950
C: 1.449 1.090 1.102
S: -0.312 1.417 0.963
C: -1.093 -0.005 -0.029
C: -1.055 0.094 -1.650
S: -0.573 -1.183 -2.511
H: 1.432 -2.114 0.818
H: 2.068 2.055 1.054
H: -2.231 0.102 0.382
H: -0.777 -1.030 0.351
H: -1.546 0.995 -2.267

For the HOMO energy, the calculation gives -8.74 eV. Its SMILES is O/N=C\SCC=S. Its total charge is 0.

The winner here is version i, beating the second structure by 178.6 kJ/mol.

Version i
This record from the Open Molecules 2025 dataset describes the molecule C3H5NOS2. The level of theory is the ωB97M-V functional and the def2-TZVPD basis.

Atoms and positions in Å:
C: -0.581 2.383 -1.143
S: 0.933 1.707 -0.423
C: 0.350 0.108 0.068
C: 1.445 -0.696 0.702
O: 1.308 -1.826 1.118
N: -0.853 -0.232 -0.153
S: -1.617 -1.683 0.211
H: -0.881 1.765 -1.942
H: -0.352 3.427 -1.452
H: -1.380 2.423 -0.392
H: 2.396 -0.181 0.760
H: -0.631 -2.356 0.777

For the HOMO energy, the calculation gives -8.55 eV. Its SMILES is CS/C(C=O)=N/S. Its total charge is 0.

Version ii
This record from the Open Molecules 2025 dataset describes the molecule C3H5NOS2. The level of theory is the ωB97M-V functional and the def2-TZVPD basis.

Atoms and positions in Å:
C: 1.271 -0.732 0.883
N: -0.114 -0.643 0.167
C: -1.288 -0.442 0.864
O: -2.424 -0.392 0.379
S: -0.048 -0.381 -1.637
C: -0.207 1.314 -1.888
S: -0.675 2.383 -0.721
H: 1.122 -0.596 1.890
H: 1.572 -1.996 0.757
H: 1.913 0.095 0.339
H: -1.065 0.054 1.946
H: -0.057 1.334 -2.979

For the HOMO energy, the calculation gives -9.03 eV. Its SMILES is CN(C=O)SC=S. Its total charge is 0.

The winner here is version i, beating the second structure by 137.3 kJ/mol.